Entry 1:
The following is a quantum chemistry calculation of a cluster of 40 separate species, H80O40 in total in a non-equilibrium geometry, from the Open Molecules 2025 dataset.

Geometry (Å):
H: -3.782 -2.595 1.858
H: -4.175 -2.536 0.294
O: -4.325 -2.181 1.168
H: 2.111 -5.063 1.910
H: 1.540 -5.456 0.586
O: 2.334 -5.599 1.147
H: -0.309 2.009 0.236
H: -0.248 2.398 1.574
O: -0.983 2.210 0.901
H: -1.098 -3.801 5.103
H: -2.627 -3.582 4.652
O: -1.855 -4.152 4.638
H: -1.900 3.921 -4.765
H: -0.427 4.333 -5.288
O: -1.241 4.632 -4.893
H: -1.796 -1.993 -0.714
O: -2.760 -1.890 -0.717
H: 0.961 2.856 3.514
O: 0.886 2.832 2.538
H: 2.582 -2.579 2.619
H: 2.158 -1.395 3.367
O: 1.923 -2.379 3.326
H: -0.954 -2.403 2.053
H: -0.748 -2.094 3.645
O: -1.358 -2.301 2.926
H: -0.138 -1.152 -5.101
H: -1.383 -1.547 -4.362
O: -0.439 -1.849 -4.506
H: -0.953 2.211 4.643
H: -0.706 3.568 5.238
O: -0.243 2.815 4.867
H: -0.133 4.853 -0.794
O: 0.280 4.844 0.076
H: -6.808 1.087 -0.371
H: -5.166 0.880 -0.401
O: -5.932 1.419 -0.501
H: -0.794 0.143 3.059
H: -0.031 -0.612 4.267
O: -0.248 0.262 3.833
H: 3.407 0.032 2.411
H: 2.200 0.596 3.037
O: 2.990 0.094 3.273
H: -2.124 3.723 1.202
H: -2.769 5.253 1.369
O: -2.554 4.498 0.839
H: 1.809 2.672 -5.152
H: 1.249 2.583 -3.638
O: 1.103 2.381 -4.577
H: 1.432 3.800 -1.067
H: 2.597 2.867 -0.381
O: 2.343 3.675 -0.824
H: 0.116 -1.362 5.954
O: 0.022 -1.972 5.230
H: -2.335 -5.038 3.020
H: -2.772 -5.838 1.687
O: -2.833 -5.000 2.184
H: 3.028 3.980 -2.345
O: 3.709 4.594 -2.725
H: -2.750 2.662 -3.743
H: -1.444 2.296 -4.499
O: -2.404 2.382 -4.639
H: -0.906 -0.710 -0.664
H: -1.425 0.510 -0.159
O: -1.075 0.199 -1.011
H: 3.995 -2.698 0.494
H: 4.232 -1.421 1.183
O: 3.526 -2.029 0.994
H: 4.942 2.394 -4.178
H: 3.965 3.427 -4.089
O: 4.017 2.517 -4.430
H: -3.775 0.314 1.970
H: -3.096 -0.893 1.315
O: -3.054 0.089 1.378
H: 2.138 -3.717 5.356
H: 1.529 -4.980 4.623
O: 1.375 -4.287 5.278
H: -2.649 0.429 -4.251
H: -3.073 -0.718 -3.218
O: -2.594 -0.495 -4.027
H: 1.022 -1.918 0.937
H: 0.955 -2.415 -0.605
O: 0.497 -1.963 0.137
H: -3.896 3.943 -2.016
H: -3.098 2.936 -1.203
O: -3.162 3.321 -2.086
H: -3.268 1.094 -1.547
H: -3.580 -0.237 -0.819
O: -3.895 0.365 -1.552
H: 2.763 4.643 1.283
O: 3.658 4.404 1.553
H: -0.672 4.629 -3.124
H: -1.460 3.700 -2.019
O: -0.656 4.135 -2.294
H: 0.788 -2.528 5.001
H: -3.055 -2.359 -1.521
H: 3.784 5.175 -1.972
H: 1.403 3.604 2.192
H: -0.322 4.169 0.575
H: 4.127 4.103 0.773
O: 1.831 1.161 -0.107
H: 1.866 0.384 0.462
H: 0.980 1.115 -0.560
O: 1.104 -2.612 -2.128
H: 0.630 -2.153 -2.822
H: 1.408 -3.508 -2.227
O: 4.242 -0.084 -0.279
H: 4.277 -0.711 -1.027
H: 3.871 0.761 -0.582
O: 3.580 -4.490 -0.952
H: 3.513 -4.671 0.012
H: 4.548 -4.531 -1.068
O: 0.073 -4.598 0.596
H: -0.768 -5.053 0.692
H: 0.192 -4.278 -0.293
O: 2.774 -0.213 -2.836
H: 2.038 -0.751 -2.507
H: 2.565 0.005 -3.752
O: -1.353 -3.829 -1.918
H: -0.905 -3.277 -2.579
H: -1.705 -4.395 -2.631

Its orbital gap is 10.0 eV. The value obtained for the energy above the lowest of the compared OMol25 structures with the same formula, charge and spin is 151.0 kcal/mol. Its HOMO energy is -10.23 eV.

Here are the Mulliken charges for atoms 1 to 4, given in e: 0.289 0.311 -0.728 0.286


Entry 2:
The following is a quantum chemistry calculation of a structure of composition C24H40HgN2S2Si2Te, from the Open Molecules 2025 dataset.

Geometry (Å):
Hg: -0.356 -0.317 -1.780
C: -3.452 -1.622 -2.861
N: -2.647 -2.164 -1.768
C: -3.332 -1.893 -0.504
C: -2.447 -1.947 0.728
N: -1.733 -0.695 0.963
C: -0.655 -0.928 1.921
C: -2.597 0.370 1.404
C: -3.077 0.377 2.713
C: -3.811 1.432 3.227
C: -4.075 2.524 2.410
C: -3.649 2.518 1.097
C: -2.923 1.442 0.552
S: -2.553 1.536 -1.147
C: -2.262 -3.531 -1.981
C: -3.166 -4.424 -2.557
C: -2.809 -5.702 -2.947
C: -1.500 -6.122 -2.757
C: -0.596 -5.271 -2.151
C: -0.945 -3.976 -1.732
S: 0.298 -3.050 -0.939
H: -4.512 -1.911 -2.795
H: -3.056 -1.958 -3.818
H: -3.402 -0.532 -2.820
H: -4.168 -2.600 -0.365
H: -3.754 -0.888 -0.579
H: -1.696 -2.727 0.607
H: -3.072 -2.204 1.601
H: -0.980 -1.479 2.818
H: -0.249 0.031 2.244
H: 0.127 -1.514 1.435
H: -2.857 -0.471 3.353
H: -4.167 1.402 4.250
H: -4.614 3.379 2.801
H: -3.855 3.362 0.452
H: -4.191 -4.102 -2.703
H: -3.540 -6.349 -3.417
H: -1.179 -7.104 -3.087
H: 0.427 -5.584 -1.991
C: 0.414 3.745 -2.595
Si: 2.084 3.917 -1.750
C: 1.946 4.972 -0.183
C: 3.328 4.744 -2.923
C: 2.758 2.227 -1.239
Te: 1.608 1.497 0.428
C: 2.842 -0.268 0.664
Si: 3.765 -0.215 2.304
C: 4.804 1.372 2.317
C: 4.904 -1.705 2.562
C: 2.518 -0.127 3.721
H: -0.018 4.715 -2.847
H: -0.301 3.218 -1.956
H: 0.503 3.170 -3.520
H: 1.814 6.032 -0.409
H: 2.838 4.865 0.438
H: 1.091 4.647 0.413
H: 3.011 5.763 -3.155
H: 3.400 4.195 -3.864
H: 4.326 4.795 -2.485
H: 3.807 2.277 -0.946
H: 2.658 1.497 -2.044
H: 3.522 -0.264 -0.187
H: 2.196 -1.140 0.559
H: 5.575 1.346 1.542
H: 5.302 1.538 3.275
H: 4.159 2.229 2.118
H: 5.663 -1.769 1.780
H: 4.333 -2.635 2.554
H: 5.414 -1.629 3.524
H: 1.890 0.760 3.614
H: 3.011 -0.077 4.694
H: 1.861 -0.999 3.720

Its orbital gap (spin up / spin down) is 5.7 / 5.9 eV. Its total charge is -1. Its HOMO energy (spin up / spin down) is -3.34 / -4.15 eV. As for the multiplicity: 2.

Here are the Mulliken charges for atoms 1 to 4, given in e: 0.490 -1.130 0.851 -1.200